The following is a DFT calculation (ωB97M-V/def2-TZVPD) of a 2-piece molecular cluster, CH5Cl2NSi overall at a distorted geometry.

Results
energy above the lowest of the compared OMol25 structures with the same formula, charge and spin = 318.6 kJ/mol
gap between HOMO and LUMO = 8.108 eV
strongest force on any atom = 0.1088 hartree/bohr
E_HOMO = -7.992 eV
LUMO energy = 0.12 eV

Geometry (Å):
H -0.900 0.732 -1.358
Si 1.815 0.362 0.118
H -1.584 -1.347 -0.409
Cl 1.750 -1.676 0.256
H -0.937 -0.525 1.166
H 1.479 1.101 1.400
H -2.576 -0.015 0.300
N -0.704 0.823 -0.379
C -1.456 -0.286 0.170
Cl 3.112 0.831 -1.263

=====

The following is a DFT calculation (ωB97M-V/def2-TZVPD) of an isolated molecule of CH5Cl2PSi at a distorted geometry.

Results
structure (SMILES) = C[Si](P)(Cl)Cl
energy above the lowest of the compared OMol25 structures with the same formula, charge and spin = 94.6 kJ/mol
gap between HOMO and LUMO = 10.598 eV
strongest force on any atom = 0.0970 hartree/bohr
E_HOMO = -10.300 eV
LUMO energy = 0.30 eV

Geometry (Å):
H 0.569 1.904 -1.439
P 0.357 0.718 -1.934
H 1.340 0.235 1.890
H 0.312 -1.259 1.850
Si -0.506 0.011 0.009
H 1.547 -1.256 0.900
C 0.795 -0.598 1.295
Cl -1.317 -2.038 -0.912
Cl -2.280 0.960 0.681
H -0.817 1.323 -2.341

=====

The following is a DFT calculation (ωB97M-V/def2-TZVPD) of CH5ClHgO4 as an isolated structure at a distorted geometry.

Results
energy above the lowest of the compared OMol25 structures with the same formula, charge and spin = 0.0 kJ/mol
gap between HOMO and LUMO = 10.593 eV
strongest force on any atom = 0.0255 hartree/bohr
E_HOMO = -11.103 eV
LUMO energy = -0.51 eV

Geometry (Å):
Cl -2.458 -0.686 2.107
H 0.936 0.189 -2.281
C 1.078 0.491 -1.239
O -2.752 0.162 0.813
O -3.712 -0.798 2.788
O -1.943 -1.959 1.662
H 3.654 0.541 -2.392
H 1.397 1.536 -1.172
H 4.369 0.322 -2.203
O -1.472 0.046 2.867
H 1.768 -0.180 -0.719
Hg -0.865 0.336 -0.231

=====

The following is a DFT calculation (ωB97M-V/def2-TZVPD) of CH5ClIrO4 as an isolated structure at a distorted geometry.

Results
energy above the lowest of the compared OMol25 structures with the same formula, charge and spin = 0.0 kJ/mol
net charge = +2
gap between HOMO and LUMO (alpha / beta) = 8.356 / 4.890 eV
strongest force on any atom = 0.0419 hartree/bohr
E_HOMO (alpha / beta) = -19.684 / -20.790 eV
multiplicity = 6
⟨S²⟩ = 8.849
LUMO energy (alpha / beta) = -11.33 / -15.90 eV

Geometry (Å):
O 1.538 -0.584 4.989
H 0.688 0.265 -2.717
O 3.437 -0.787 3.252
Cl 1.993 -0.530 3.559
O -0.994 -1.407 0.632
H -2.589 0.600 0.020
H -0.639 -0.906 -2.971
Ir -1.012 0.287 0.236
O -0.388 1.791 0.851
H -0.854 0.804 -3.436
C -0.389 0.125 -2.717
H -0.791 0.342 -1.697